ORCA calculation (the ωB97M-V functional and the def2-TZVPD basis) on a structure of composition C25H62N4O5S2Si2.

- E_LUMO (eV) = 0.5110
- Kohn-Sham gap (eV) = 8.73
- max |F| (eV/A) = 0.51
- charge = 0
- total energy (hartree) = -2960.36776

Last column: Mulliken charge in e.
Atoms and positions in Å:
C1 1.64078 -1.77412 -5.50544  -1.205
C2 1.33161 -0.28140 -5.50291  -0.587
C3 -0.00248 0.06683 -4.81978  0.232
C4 0.11828 1.17328 -3.77793  -0.759
C5 -1.21994 1.55517 -3.14107  -1.216
C6 -1.72771 0.50188 -2.14420  -0.376
C7 -1.25739 0.73537 -0.70011  1.629
C8 -2.37749 0.89845 0.32560  -1.013
C9 -1.85316 1.49098 1.64789  -0.700
Si1 -1.29901 0.24558 2.92790  0.685
C10 -0.64002 1.18565 4.41201  -0.949
C11 0.37901 2.27701 4.03773  -1.122
C12 1.74303 1.71016 3.59010  1.747
C13 2.41017 2.50301 2.45632  -1.647
N1 2.31048 1.85494 1.14000  0.034
C14 2.93869 0.61512 0.90887  0.678
N2 2.55990 -0.25141 0.05501  -0.698
N3 4.11941 0.40268 1.61074  -0.542
C15 -2.76988 -0.79169 3.49934  -0.860
O1 -3.16771 -1.73894 2.50954  -0.243
C16 -4.51200 -1.64554 2.09026  -0.882
O2 -0.15969 -0.73984 2.23128  -0.537
Si2 0.45700 -2.17243 2.80794  0.730
C17 1.33114 -1.88431 4.46224  -0.224
N4 2.26318 -2.94956 4.86751  -0.418
C18 3.64544 -2.77340 4.42590  -0.717
C19 1.60137 -2.99193 1.58375  -0.369
C20 0.91852 -3.76856 0.44437  -0.652
C21 -0.13881 -2.96077 -0.29018  -0.410
O3 0.38262 -4.99807 0.94370  -0.663
H1 0.79806 -2.34251 -5.91374  0.235
H2 1.81376 -2.14097 -4.48941  0.293
H3 2.52318 -2.00958 -6.10414  0.408
H4 1.32372 0.08129 -6.53565  0.313
H5 2.14207 0.25382 -4.99661  0.359
H6 -0.75832 0.34440 -5.56149  0.288
H7 -0.38544 -0.83583 -4.32768  -0.081
H8 0.58305 2.05500 -4.23490  0.460
H9 0.81044 0.83450 -2.99378  0.100
H10 -1.10063 2.51432 -2.62333  0.431
H11 -1.96868 1.71856 -3.92332  0.367
H12 -1.38125 -0.48459 -2.46731  0.130
H13 -2.81892 0.44321 -2.18995  0.519
H14 -0.63903 -0.10193 -0.37855  -1.320
H15 -0.62687 1.63508 -0.65363  0.000
H16 -2.82933 -0.08322 0.50477  0.166
H17 -3.16682 1.52562 -0.10283  0.374
H18 -2.59688 2.14647 2.11761  0.689
H19 -1.00278 2.14567 1.41349  0.124
H20 -0.20715 0.52362 5.17066  0.422
H21 -1.52058 1.64473 4.88289  0.630
H22 0.54475 2.94738 4.88574  0.504
H23 -0.04261 2.90669 3.24733  0.299
H24 1.62258 0.67919 3.24570  -1.167
H25 2.40452 1.66517 4.46108  0.554
H26 1.94679 3.48863 2.36217  0.181
H27 3.46308 2.71187 2.65873  0.471
H28 1.33466 1.72163 0.89168  -0.194
H29 1.68389 0.02932 -0.37661  0.010
H30 4.28516 1.01959 2.38787  0.329
H31 4.27033 -0.56483 1.85303  0.280
H32 -3.59132 -0.09563 3.72900  0.535
H33 -2.55492 -1.31368 4.44337  0.286
H34 -4.84571 -0.60163 2.05412  0.396
H35 -4.58109 -2.06614 1.08617  0.238
H36 -5.17986 -2.20205 2.76012  0.240
H37 -0.67121 -3.10520 3.07532  -0.376
H38 0.56994 -1.76228 5.24465  0.174
H39 1.87536 -0.93539 4.44564  0.225
H40 1.92680 -3.84882 4.54570  0.341
H41 3.91411 -3.37393 3.54861  0.231
H42 3.81593 -1.72540 4.16337  0.171
H43 4.34515 -3.02684 5.22751  0.315
H44 2.31801 -2.27638 1.16415  0.595
H45 2.16997 -3.73643 2.15377  0.272
H46 1.67971 -4.06859 -0.28080  0.541
H47 0.23891 -1.95333 -0.46601  -0.206
H48 -1.06126 -2.88847 0.29983  0.105
H49 -0.38798 -3.41739 -1.25029  0.336
H50 -0.50267 -4.82095 1.28761  0.392
C22 -2.83506 -3.60019 -5.01416  -0.909
S1 -3.01797 -1.86384 -5.43740  0.757
O4 -3.71230 -1.21636 -4.29361  -0.639
C23 -4.25486 -2.10487 -6.71926  -1.115
H51 -2.13536 -3.65488 -4.18229  0.097
H52 -3.80394 -3.99933 -4.71532  0.412
H53 -2.43313 -4.14201 -5.87026  0.361
H54 -5.12001 -2.61041 -6.29111  0.339
H55 -3.82449 -2.68590 -7.53484  0.362
H56 -4.53909 -1.11818 -7.07871  0.337
C24 1.32934 7.54598 0.02348  -1.017
S2 0.85054 5.91390 0.59758  0.565
O5 1.25927 5.82786 2.02798  -0.636
C25 2.07300 4.98601 -0.32823  -0.461
H57 0.70052 8.26889 0.53853  0.355
H58 2.37668 7.71509 0.27215  0.292
H59 1.16554 7.61130 -1.05204  0.365
H60 3.07028 5.35215 -0.08405  0.356
H61 1.87037 5.07438 -1.39542  0.452
H62 1.97274 3.95253 -0.00108  -0.202

ORCA calculation (the ωB97M-V functional and the def2-TZVPD basis) on a cluster of 2 separate species, C30H26O6S2 in total.

- E_LUMO (eV) = -2.1678
- energy above the lowest of the compared OMol25 structures with the same formula, charge and spin (kcal per mole) = 1.41
- Kohn-Sham gap (eV) = 4.84
- max |F| (eV/A) = 2.42
- charge = 0
- total energy (hartree) = -2406.42818

Last column: natural (NBO) charge in e.
Atoms and positions in Å:
C1 -5.87316 3.18703 1.22531  -0.067
C2 -5.15134 2.02719 0.53881  -0.458
C3 -3.71926 2.42694 0.65374  -0.122
C4 -3.63717 3.57560 1.47702  0.434
O1 -4.85662 4.04250 1.86581  -0.449
C5 -2.39142 4.16712 1.77698  -0.310
C6 -1.26332 3.58874 1.24338  -0.083
C7 -1.31804 2.46039 0.34014  -0.115
C8 -0.15584 1.79460 -0.14341  0.131
C9 1.15246 2.38836 -0.02814  -0.190
C10 2.30934 1.70429 0.44717  -0.122
C11 3.46962 2.41351 0.69982  -0.107
C12 3.53689 3.80008 0.42868  0.432
O2 4.68030 4.39402 0.86699  -0.487
C13 5.51414 3.33000 1.49115  -0.065
C14 4.73131 2.01172 1.38438  -0.461
C15 2.45795 4.47069 -0.18213  -0.315
C16 1.30346 3.76488 -0.40622  -0.135
C17 -2.60845 1.95394 0.00296  -0.045
H1 -6.41705 3.79291 0.49135  0.195
H2 -6.57278 2.84880 1.99382  0.205
H3 -5.33460 1.07879 1.05915  0.242
H4 -5.41904 1.89224 -0.51231  0.239
H5 -2.33676 5.04266 2.42048  0.241
H6 -0.27983 3.97925 1.51427  0.235
H7 -0.34422 0.91860 -0.75660  0.291
H8 2.28750 0.64115 0.68149  0.249
H9 6.46867 3.29027 0.94695  0.196
H10 5.71993 3.60884 2.53651  0.196
H11 4.54621 1.58736 2.37788  0.233
H12 5.27320 1.27166 0.78727  0.233
H13 2.52486 5.52573 -0.42093  0.236
H14 0.45257 4.25327 -0.88654  0.226
H15 -2.74488 1.17807 -0.74972  0.266
C18 3.10894 -4.37287 -4.22861  -0.208
C19 2.77926 -3.11501 -4.75026  -0.224
C20 1.93039 -2.26305 -4.03238  -0.197
C21 1.33860 -2.70210 -2.83698  -0.315
S1 -0.15035 -1.86966 -2.20172  2.186
C22 0.23486 -1.10838 -0.72565  -1.237
S2 -0.75856 -1.34181 0.65698  2.149
C23 -1.17929 -3.03564 1.16187  -0.204
C24 -2.40998 -3.59123 0.77446  -0.191
C25 -2.93117 -4.71077 1.43245  -0.216
C26 -2.20371 -5.33285 2.45054  -0.203
C27 -0.92583 -4.85859 2.76405  -0.229
C28 -0.42113 -3.70853 2.13459  -0.217
O3 -0.05020 -0.72830 1.76976  -0.983
O4 -2.07289 -0.86585 0.24173  -1.003
O5 -0.41337 -0.81373 -3.17056  -0.979
O6 -1.08903 -2.95264 -1.95577  -0.960
C29 1.80493 -3.88256 -2.23947  -0.130
C30 2.64568 -4.74487 -2.95950  -0.241
H16 3.73391 -5.05920 -4.80521  0.212
H17 3.16311 -2.79901 -5.72437  0.214
H18 1.70912 -1.26526 -4.40920  0.239
H19 1.02672 -0.36870 -0.76156  0.235
H20 -2.99584 -3.12865 -0.01645  0.250
H21 -3.91346 -5.08438 1.13469  0.213
H22 -2.61989 -6.18945 2.97993  0.212
H23 -0.32282 -5.37475 3.51542  0.213
H24 0.55722 -3.30838 2.40132  0.229
H25 1.49899 -4.11674 -1.22100  0.222
H26 2.92119 -5.71828 -2.54459  0.215

ORCA calculation (the ωB97M-V functional and the def2-TZVPD basis) on a structure of composition C4H3LiO4.

- E_LUMO (eV) = -9.7818
- Kohn-Sham gap (eV) = 10.52
- max |F| (eV/A) = 2.95
- charge = +2
- total energy (hartree) = -462.01587

Last column: natural (NBO) charge in e.
Atoms and positions in Å:
O1 0.36734 -2.13559 -2.61345  -0.672
C1 1.15339 -1.92859 -3.40060  0.680
C2 0.60444 0.98917 1.38043  -0.173
C3 0.04043 -0.37782 1.20586  0.445
O2 -0.17374 -0.73887 0.06282  -0.613
C4 -0.93259 1.65287 -0.32276  1.140
O3 0.12856 1.80584 0.26425  -0.359
O4 -1.65845 1.41364 -1.16816  -0.249
Li1 -1.09461 -2.22986 -1.11497  0.984
H1 1.70228 0.98777 1.33448  0.312
H2 0.24547 1.47071 2.30005  0.283
H3 -0.38251 -0.90926 2.07207  0.221

ORCA calculation (the ωB97M-V functional and the def2-TZVPD basis) on a cluster of 6 separate species, C9H35B2O4 in total.

- E_LUMO (eV) = 2.7078
- energy above the lowest of the compared OMol25 structures with the same formula, charge and spin (kcal per mole) = 91.06
- Kohn-Sham gap (eV) = 7.21
- max |F| (eV/A) = 5.20
- charge = -1
- total energy (hartree) = -714.29576

Last column: natural (NBO) charge in e.
Atoms and positions in Å:
O1 0.19110 -0.02185 -0.45742  -0.839
H1 -0.24414 -0.08740 0.39574  0.594
H2 0.49172 0.88784 -0.51813  0.562
H3 0.98474 -0.56181 -0.44479  0.534
B1 1.25041 2.23485 1.04063  -0.782
H4 1.33932 2.11502 -0.02801  -0.107
H5 0.23456 1.90904 1.20227  -0.012
H6 1.94606 1.57250 1.53217  -0.018
H7 1.26569 3.26877 1.34885  -0.022
B2 -0.14124 -0.47626 2.46041  -0.886
H8 0.89788 -0.22609 2.60836  0.014
H9 -0.32563 -1.12822 1.62066  -0.060
H10 -0.37235 -1.02750 3.35872  -0.014
H11 -0.70543 0.43305 2.32222  0.001
C1 4.46407 -0.90424 0.35539  -0.637
C2 3.37851 -1.33533 -0.64078  0.089
C3 3.75315 -2.53175 -1.46926  -0.636
O2 2.15502 -1.52464 -0.02215  -0.710
H12 5.43365 -0.79712 -0.13095  0.199
H13 4.58454 -1.64583 1.14509  0.194
H14 4.20026 0.04155 0.82866  0.257
H15 3.25500 -0.52188 -1.35572  0.172
H16 4.84100 -2.56875 -1.52689  0.204
H17 3.37842 -2.41641 -2.48630  0.209
H18 3.29545 -3.47260 -1.16360  0.212
H19 2.35319 -2.14604 0.68225  0.496
C4 -4.84138 -2.41345 1.65998  -0.625
C5 -4.21433 -1.35303 2.56617  0.108
C6 -3.80489 -2.04464 3.94759  -0.645
O3 -3.10011 -0.83579 1.84943  -0.752
H20 -5.50247 -1.94640 0.92996  0.198
H21 -5.52555 -3.08415 2.17978  0.188
H22 -4.17605 -3.05982 1.08758  0.220
H23 -4.84907 -0.49911 2.80292  0.150
H24 -4.60059 -2.24624 4.66476  0.193
H25 -3.10413 -1.40703 4.48655  0.221
H26 -3.25016 -2.96144 3.74797  0.205
H27 -2.36821 -0.62567 2.43406  0.526
C7 0.69599 2.46050 -4.35518  -0.656
C8 -0.04229 2.57014 -2.97239  0.081
C9 -1.02832 3.68802 -3.11445  -0.624
O4 -0.81874 1.33821 -2.84849  -0.730
H28 0.26537 2.02335 -5.25604  0.204
H29 1.71757 2.09916 -4.23721  0.212
H30 1.01663 3.45174 -4.67571  0.199
H31 0.67433 2.79014 -2.18109  0.228
H32 -0.56450 4.67095 -3.19703  0.206
H33 -1.81663 3.58220 -2.36915  0.232
H34 -1.39922 3.59936 -4.13557  0.183
H35 -1.26820 1.13407 -3.67184  0.461

ORCA calculation (the ωB97M-V functional and the def2-TZVPD basis) on a cluster of 2 separate species, C8H14N2O3 in total.

- E_LUMO (eV) = 0.7529
- energy above the lowest of the compared OMol25 structures with the same formula, charge and spin (kcal per mole) = 122.95
- Kohn-Sham gap (eV) = 9.10
- max |F| (eV/A) = 4.15
- charge = 0
- SMILES string = CC(=O)OC1=CCCC1.C/N=N\O
- total energy (hartree) = -648.31278

Last column: natural (NBO) charge in e.
Atoms and positions in Å:
C1 -0.42894 -2.88497 -1.76849  -0.728
C2 0.35342 -1.98163 -0.99548  0.776
O1 1.36109 -1.42843 -1.39945  -0.588
O2 -0.18697 -1.62252 0.14272  -0.493
C3 0.24910 -0.66805 0.97497  0.354
C4 -0.37913 -0.43808 2.13406  -0.282
C5 0.24989 0.64525 2.83851  -0.435
C6 1.66873 0.62846 2.20909  -0.382
C7 1.58937 -0.07352 0.81177  -0.487
H1 -1.42958 -2.58596 -2.12261  0.257
H2 -0.76015 -3.78065 -1.19831  0.244
H3 0.14210 -3.17648 -2.64491  0.245
H4 -1.33540 -0.90821 2.29222  0.209
H5 0.28584 0.39512 3.93378  0.207
H6 -0.18560 1.68883 2.74676  0.202
H7 1.87960 1.79233 2.01390  0.205
H8 2.42713 0.07004 2.86816  0.210
H9 1.55230 0.67182 -0.00007  0.240
H10 2.46579 -0.63561 0.71282  0.233
C8 -0.87370 2.19809 -2.70458  -0.493
N1 -0.30559 1.81047 -1.39465  -0.141
N2 -0.88763 1.35580 -0.45036  0.108
O3 -2.32631 1.13785 -0.48672  -0.610
H11 -0.24463 1.66382 -3.34821  0.223
H12 -0.62638 3.27288 -2.66280  0.230
H13 -1.92245 1.92929 -2.95434  0.214
H14 -2.33189 0.92407 0.45219  0.482